No. 1
# C23H29BrIO11P

A 5-piece molecular cluster, C23H29BrIO11P overall (wB97M-V/def2-TZVPD, the OMol25 dataset).

XYZ file:
```
66
Properties=species:S:1:pos:R:3:forces:R:3
C 2.54875 1.61281 -1.35373 0.1 0.1 0.1
C 1.99374 0.33526 -1.86851 0.0 0.1 0.0
C 1.48971 0.11240 -3.07970 -0.2 0.0 0.0
C 0.90565 -1.21605 -3.39537 0.0 0.1 0.0
O 0.98589 -1.72732 -4.48766 -0.2 0.0 -0.1
C 0.19612 -1.88801 -2.24136 0.2 0.1 0.0
P -1.34349 -2.86593 -2.52318 0.1 -0.1 0.0
O -1.77707 -2.40022 -4.00816 0.0 -0.1 0.0
Br -2.60628 -1.46232 -1.30173 -0.4 0.2 0.0
C 0.77278 -1.71300 -1.05032 0.1 -0.1 -0.2
I 0.15686 -2.55774 0.72206 0.1 -0.3 0.2
C 1.99395 -0.84676 -0.94692 0.3 0.0 0.0
O 2.91945 -1.10918 -0.21603 -0.3 0.2 0.0
H 2.42769 2.42173 -2.07210 0.0 -0.1 -0.1
H 2.01888 1.89563 -0.44191 0.0 0.0 0.0
H 3.60377 1.53334 -1.08755 0.0 -0.1 0.0
H 1.46693 0.86736 -3.85682 0.2 -0.1 -0.1
H -1.73660 -1.45145 -4.17695 0.0 0.0 -0.1
O -4.76014 -0.85221 1.25156 0.0 0.1 0.0
C -5.87314 -0.98850 0.83331 0.0 -0.2 0.1
C -6.35846 -1.89119 -0.28420 -0.1 0.2 -0.1
C -7.74451 -1.32983 -0.59612 0.1 0.0 0.0
C -8.15322 -0.74663 0.75296 -0.1 0.0 -0.1
O -6.92364 -0.32117 1.36702 0.0 0.1 0.0
H -6.39887 -2.91128 0.10225 0.0 0.0 0.0
H -5.66556 -1.85864 -1.12030 0.1 -0.1 0.0
H -8.45313 -2.06372 -0.97264 0.0 0.0 0.0
H -7.66021 -0.53094 -1.33374 0.0 0.0 0.0
H -8.61803 -1.49157 1.40206 0.0 0.0 0.0
H -8.81119 0.11523 0.67888 0.0 0.0 0.0
O 5.04840 2.87306 0.41915 0.0 -0.1 0.0
C 4.32139 3.55149 1.08474 -0.1 0.2 -0.1
C 4.59919 4.17298 2.44105 -0.2 -0.1 0.2
C 3.20371 4.55128 2.93453 0.1 0.0 -0.1
C 2.46974 4.79699 1.62115 -0.1 0.3 0.2
O 3.07843 3.89687 0.67533 0.1 0.1 0.1
H 5.23789 5.04477 2.28729 0.0 0.0 0.0
H 5.11755 3.46048 3.07660 0.1 0.0 0.0
H 3.17860 5.41186 3.59930 0.0 0.0 0.0
H 2.75395 3.70604 3.45659 0.0 0.0 0.0
H 2.60667 5.81730 1.25601 0.1 0.0 0.0
H 1.40575 4.57417 1.66129 0.5 0.1 0.0
O 0.26967 3.22759 1.00073 -0.5 -0.5 -0.1
C -0.79945 2.87661 1.41925 -0.3 -0.1 -0.1
C -1.67120 3.55958 2.45973 0.0 -0.2 0.1
C -2.65301 2.45806 2.85539 0.1 0.0 0.0
C -2.72331 1.62580 1.57918 0.0 0.0 0.1
O -1.41578 1.76362 0.97773 0.1 0.1 0.0
H -2.16521 4.40766 1.98160 0.0 0.0 0.0
H -1.05825 3.92255 3.28031 0.0 0.1 0.0
H -3.62739 2.81522 3.18013 0.0 0.0 -0.1
H -2.22611 1.85941 3.66091 0.0 0.0 0.0
H -3.46665 2.00762 0.87664 0.0 0.0 0.0
H -2.91991 0.57432 1.75490 0.1 0.0 -0.1
O 2.02514 -6.20741 -1.09794 0.1 -0.1 0.0
C 3.05314 -5.59951 -1.04290 -0.2 0.2 -0.1
C 3.53374 -4.50272 -1.97850 0.4 -0.1 0.1
C 5.02293 -4.40762 -1.65158 -0.1 0.0 0.0
C 5.04588 -4.85140 -0.19212 0.1 0.1 0.0
O 3.96859 -5.79681 -0.06573 0.0 0.0 0.0
H 3.00397 -3.58303 -1.72253 -0.1 0.0 0.0
H 3.32801 -4.76887 -3.01140 -0.2 0.1 0.0
H 5.45358 -3.42002 -1.80057 0.0 0.0 0.1
H 5.58115 -5.11773 -2.26338 0.0 0.0 0.0
H 4.85528 -4.02180 0.49157 0.0 0.0 0.0
H 5.96738 -5.34842 0.10051 0.0 -0.1 0.0
```
Positions in Å, forces in eV/Å.

Results
HOMO-LUMO gap ... 8.12 eV
Max |F| ... 0.69 eV Å⁻¹
HOMO energy ... -9.06 eV
Molecular weight ... 719.26 g/mol

No. 2
# C3H7NO

A 2-piece molecular cluster, C3H7NO overall (wB97M-V/def2-TZVPD, the OMol25 dataset).

XYZ file:
```
12
Properties=species:S:1:pos:R:3:forces:R:3
C 0.28339 -0.73506 1.70558 0.1 0.0 0.0
C 0.95768 0.33310 1.31937 0.4 0.6 0.3
O 1.57228 1.32645 1.22308 -0.5 -0.8 0.1
H -0.04804 -1.47838 0.99910 0.1 0.1 0.1
H 0.08704 -0.84026 2.76358 0.1 0.0 0.0
C -0.97048 0.28857 -1.03730 -0.2 0.0 0.0
N 0.46668 0.03873 -1.01623 0.1 -0.1 -0.2
H -1.47594 -0.46301 -0.41971 0.1 0.2 -0.2
H -1.16495 1.26171 -0.57350 0.0 -0.2 -0.1
H -1.41868 0.27758 -2.03908 0.0 0.0 0.1
H 0.71538 -0.81392 -1.50454 -0.1 0.1 0.0
H 0.99564 0.80448 -1.42036 -0.1 -0.1 0.0
```
Positions in Å, forces in eV/Å.

Results
HOMO-LUMO gap ... 9.60 eV
Max |F| ... 0.91 eV Å⁻¹
HOMO energy ... -8.66 eV
Molecular weight ... 73.09 g/mol
Energy relative to the best compared isomer or geometry (same formula, charge and spin) ... 196.9 kJ/mol

Q: Which of these has the lowest HOMO energy?
A: C23H29BrIO11P